C41H39ClIN4O10P | ωB97M-V/def2-TZVPD

Last column: Mulliken charge in e.
Atoms and positions in Å:
1 C -2.69 2.03 -1.12  -1.54
2 C -2.50 0.53 -0.90  -0.11
3 C -2.97 -0.28 -2.12  0.10
4 Cl -1.66 -0.23 -3.37  -0.18
5 C -3.39 -1.70 -1.81  -0.13
6 C -4.75 -2.09 -1.85  1.02
7 C -5.84 -1.09 -2.18  -1.05
8 I -6.07 0.34 -0.57  0.11
9 C -7.21 -1.70 -2.50  -0.48
10 C -8.36 -0.69 -2.66  -1.47
11 C -5.11 -3.42 -1.62  -0.83
12 C -4.12 -4.33 -1.31  -0.10
13 C -2.79 -3.95 -1.23  0.73
14 C -2.42 -2.66 -1.50  1.12
15 O -1.08 -2.34 -1.43  -0.53
16 C -0.59 -2.13 -0.18  -0.17
17 O -1.29 -2.02 0.79  -0.55
18 C 0.89 -1.99 -0.14  0.61
19 C 1.54 -1.10 -0.99  -0.68
20 C 2.91 -0.93 -0.89  -0.13
21 C 3.63 -1.65 0.05  -0.71
22 C 2.98 -2.55 0.88  -0.90
23 C 1.61 -2.73 0.79  -0.01
24 C -2.02 -5.18 -0.85  -0.24
25 O -0.90 -5.47 -1.14  -0.53
26 N -2.96 -6.08 -0.19  -0.12
27 P -3.31 -5.49 1.48  0.43
28 C -4.86 -6.38 1.91  -1.14
29 C -2.00 -6.30 2.45  -1.08
30 C -4.18 -5.79 -0.99  -0.13
31 O -4.95 -6.62 -1.36  -0.53
32 H -2.65 2.57 -0.18  0.39
33 H -1.90 2.43 -1.76  0.36
34 H -3.65 2.25 -1.60  0.35
35 H -1.43 0.36 -0.78  -0.16
36 H -3.03 0.19 -0.01  0.58
37 H -3.78 0.25 -2.62  0.30
38 H -5.53 -0.52 -3.05  0.68
39 H -7.50 -2.37 -1.69  0.29
40 H -7.11 -2.25 -3.44  0.38
41 H -8.04 0.22 -3.16  0.36
42 H -9.16 -1.16 -3.23  0.40
43 H -8.78 -0.46 -1.69  0.39
44 H -6.13 -3.76 -1.66  0.41
45 H 0.99 -0.53 -1.73  0.32
46 H 3.45 -0.24 -1.51  0.63
47 H 4.70 -1.51 0.13  0.48
48 H 3.55 -3.11 1.61  0.38
49 H 1.09 -3.42 1.44  0.55
50 H -4.77 -6.88 2.87  0.41
51 H -5.64 -5.62 1.99  0.33
52 H -5.18 -7.09 1.15  0.34
53 H -2.09 -7.38 2.55  0.36
54 H -1.06 -6.08 1.93  0.29
55 H -1.96 -5.81 3.43  0.38
56 C 0.07 0.66 4.42  -0.60
57 C 0.30 0.02 3.21  -0.46
58 C 1.24 0.52 2.32  0.61
59 C 1.93 1.67 2.66  -0.51
60 C 1.71 2.33 3.86  -0.42
61 C 0.78 1.82 4.74  -0.47
62 N 2.92 2.20 1.71  1.02
63 O 3.06 1.60 0.67  -0.59
64 O 3.53 3.21 2.02  -0.64
65 H -0.66 0.26 5.11  0.41
66 H -0.25 -0.88 2.94  0.52
67 H 1.42 0.03 1.37  0.21
68 H 2.26 3.22 4.10  0.50
69 H 0.60 2.32 5.68  0.41
70 C 3.85 8.44 2.84  -0.43
71 C 2.98 7.41 2.49  -0.51
72 C 2.20 6.80 3.47  -0.20
73 C 2.32 7.24 4.77  0.12
74 C 3.18 8.25 5.14  -0.44
75 C 3.95 8.85 4.16  -0.37
76 N 1.49 6.60 5.81  1.02
77 O 0.75 5.70 5.46  -0.61
78 O 1.60 7.00 6.95  -0.61
79 H 4.45 8.91 2.07  0.37
80 H 2.90 7.09 1.47  0.38
81 H 1.52 6.01 3.21  0.45
82 H 3.26 8.56 6.17  0.45
83 H 4.64 9.65 4.43  0.37
84 C 7.47 1.46 -6.27  -0.44
85 C 6.64 0.36 -6.52  -0.45
86 C 5.99 -0.27 -5.47  -0.37
87 C 6.18 0.21 -4.19  0.07
88 C 7.00 1.30 -3.92  -0.22
89 C 7.64 1.92 -4.97  -0.49
90 N 5.48 -0.44 -3.07  1.06
91 O 4.78 -1.40 -3.33  -0.58
92 O 5.64 0.02 -1.96  -0.59
93 H 7.97 1.95 -7.09  0.38
94 H 6.51 0.01 -7.53  0.37
95 H 5.35 -1.12 -5.65  0.45
96 H 7.13 1.65 -2.90  0.45
97 H 8.29 2.77 -4.78  0.37

Results
SMILES   CC[C@@H](Cl)c1c([C@H](I)CC)cc2c(c1OC(=O)c1ccccc1)C(=O)N(P(C)C)C2=O.O=[N+]([O-])c1ccccc1.O=[N+]([O-])c1ccccc1.O=[N+]([O-])c1ccccc1
Frontier orbital gap   7.870 eV
HOMO energy   -8.40 eV
E_LUMO   -0.5 eV
Energy relative to the best compared isomer or geometry (same formula, charge and spin)   0.00 kcal/mol
E_tot   -99489.492 eV
2S+1   1
Net charge   0